(1)
{"formula": "C20H60O12", "method": "the ωB97M-V functional and the def2-TZVPD basis", "symbols": ["C", "C", "O", "H", "H", "H", "H", "H", "H", "C", "C", "O", "H", "H", "H", "H", "H", "H", "C", "C", "O", "H", "H", "H", "H", "H", "H", "C", "C", "O", "H", "H", "H", "H", "H", "H", "C", "C", "O", "H", "H", "H", "H", "H", "H", "C", "C", "O", "H", "H", "H", "H", "H", "H", "C", "C", "O", "H", "H", "H", "H", "H", "H", "C", "C", "O", "H", "H", "H", "H", "H", "H", "C", "C", "O", "O", "H", "H", "H", "H", "H", "H", "C", "C", "O", "O", "H", "H", "H", "H", "H", "H"], "coordinates": [[0.607, -6.259, -0.709], [-0.241, -5.358, -1.625], [0.517, -4.806, -2.715], [1.651, -5.962, -0.717], [0.539, -7.263, -1.144], [0.282, -6.371, 0.324], [-0.568, -4.526, -0.990], [-1.184, -5.841, -1.879], [0.150, -5.245, -3.489], [-0.583, 2.153, -2.694], [-1.228, 2.401, -4.070], [-0.250, 1.987, -5.040], [-0.317, 1.111, -2.547], [-1.287, 2.440, -1.907], [0.223, 2.879, -2.616], [-1.495, 3.433, -4.307], [-2.146, 1.818, -4.193], [-0.688, 1.465, -5.716], [-3.892, -0.134, -1.450], [-3.828, -0.335, -2.935], [-4.644, -1.481, -3.306], [-3.504, -0.973, -0.874], [-4.852, 0.232, -1.090], [-3.174, 0.668, -1.210], [-2.824, -0.463, -3.345], [-4.224, 0.548, -3.456], [-5.532, -1.110, -3.337], [-2.720, 4.565, -0.407], [-3.186, 5.918, -0.849], [-2.395, 6.915, -0.198], [-1.630, 4.457, -0.414], [-3.164, 3.780, -1.019], [-2.919, 4.318, 0.640], [-4.248, 6.038, -0.609], [-3.104, 6.046, -1.932], [-2.790, 7.771, -0.387], [3.321, 2.174, -1.888], [4.134, 2.495, -3.144], [5.493, 2.073, -2.943], [3.324, 1.095, -1.735], [2.302, 2.550, -1.992], [3.767, 2.701, -1.044], [4.148, 3.557, -3.371], [3.710, 1.937, -3.984], [5.448, 1.138, -2.722], [-1.682, -4.219, 3.042], [-0.626, -3.941, 4.096], [0.694, -3.972, 3.585], [-1.395, -5.001, 2.332], [-1.825, -3.376, 2.359], [-2.645, -4.468, 3.490], [-0.617, -4.606, 4.961], [-0.874, -2.967, 4.545], [0.748, -3.306, 2.888], [3.827, -2.146, -0.748], [2.763, -3.258, -0.679], [1.486, -2.793, -1.045], [4.179, -1.949, -1.760], [4.708, -2.482, -0.191], [3.499, -1.250, -0.220], [2.788, -3.601, 0.362], [3.108, -4.085, -1.300], [1.038, -3.426, -1.642], [-1.717, 1.085, 3.952], [-2.315, 2.464, 4.079], [-2.884, 2.833, 2.790], [-1.589, 0.632, 4.943], [-0.769, 1.093, 3.415], [-2.355, 0.351, 3.454], [-1.546, 3.225, 4.210], [-3.106, 2.446, 4.822], [-2.258, 2.536, 2.116], [-0.489, -0.825, 0.881], [0.278, 0.479, 0.707], [-0.511, 1.630, 0.890], [0.461, -1.849, 1.260], [-0.900, -1.210, -0.057], [-1.219, -0.796, 1.687], [0.801, 0.480, -0.259], [1.085, 0.461, 1.449], [0.046, 2.414, 0.856], [0.863, -2.114, 0.396], [3.359, 0.402, 3.092], [3.159, 1.892, 2.780], [1.825, 2.328, 3.134], [4.219, -0.221, 2.160], [2.393, -0.112, 3.017], [3.732, 0.293, 4.114], [3.324, 2.058, 1.714], [3.814, 2.450, 3.450], [1.965, 3.057, 3.737], [4.163, -1.176, 2.169]], "de_lowest_kj_mol": 78.2, "smiles": "OCCO.OCCO.CCO.CCO.CCO.CCO.CCO.CCO.CCO.CCO", "homo_energy_ev": -9.8, "total_charge": 0, "spin_multiplicity": 1}



(2)
{"formula": "C20H61N5O8", "method": "the ωB97M-V functional and the def2-TZVPD basis", "symbols": ["C", "C", "C", "O", "C", "N", "H", "H", "H", "H", "H", "H", "H", "H", "H", "H", "H", "C", "C", "C", "O", "C", "N", "H", "H", "H", "H", "H", "H", "H", "H", "H", "H", "H", "C", "C", "C", "O", "C", "N", "H", "H", "H", "H", "H", "H", "H", "H", "H", "H", "H", "C", "C", "C", "O", "C", "N", "H", "H", "H", "H", "H", "H", "H", "H", "H", "H", "H", "C", "C", "C", "O", "C", "N", "H", "H", "H", "H", "H", "H", "H", "H", "H", "H", "H", "O", "H", "H", "O", "H", "H", "O", "H", "H"], "coordinates": [[0.642, 3.352, -2.734], [1.737, 2.453, -3.315], [2.971, 2.623, -2.472], [3.585, 3.853, -2.776], [4.921, 3.922, -2.333], [1.382, 1.037, -3.290], [0.242, 2.941, -1.808], [-0.160, 3.536, -3.457], [1.051, 4.349, -2.522], [1.944, 2.769, -4.336], [3.661, 1.781, -2.651], [2.699, 2.539, -1.403], [5.329, 4.880, -2.636], [5.527, 3.113, -2.771], [4.969, 3.800, -1.240], [0.611, 0.820, -3.908], [1.122, 0.759, -2.350], [-1.822, -4.556, -0.151], [-2.848, -3.524, -0.593], [-4.278, -3.900, -0.344], [-4.634, -4.910, -1.248], [-6.014, -5.222, -1.229], [-2.493, -2.208, 0.025], [-0.814, -4.152, -0.220], [-1.855, -5.418, -0.825], [-2.005, -4.939, 0.857], [-2.721, -3.435, -1.676], [-4.887, -2.994, -0.528], [-4.463, -4.229, 0.692], [-6.324, -5.646, -0.265], [-6.175, -5.933, -2.034], [-6.629, -4.329, -1.417], [-3.266, -1.568, -0.189], [-2.559, -2.337, 1.048], [0.976, -1.787, 3.343], [-0.454, -1.588, 2.876], [-1.404, -2.519, 3.586], [-2.688, -2.570, 2.985], [-3.680, -1.948, 3.753], [-0.773, -0.143, 2.979], [1.120, -1.427, 4.364], [1.673, -1.284, 2.675], [1.249, -2.847, 3.313], [-0.475, -1.835, 1.813], [-1.509, -2.313, 4.659], [-0.983, -3.531, 3.552], [-4.648, -2.121, 3.288], [-3.529, -0.871, 3.856], [-3.746, -2.401, 4.751], [-1.708, 0.017, 2.591], [-0.905, 0.057, 3.974], [6.211, 2.155, 1.133], [6.520, 0.654, 1.139], [5.618, -0.118, 0.192], [4.272, 0.267, 0.388], [3.371, -0.513, -0.384], [7.925, 0.351, 0.784], [5.216, 2.388, 1.524], [6.236, 2.543, 0.110], [6.915, 2.698, 1.766], [6.341, 0.260, 2.146], [5.772, -1.198, 0.357], [5.933, 0.066, -0.856], [2.377, -0.071, -0.388], [3.355, -1.544, -0.005], [3.639, -0.545, -1.453], [8.139, 0.704, -0.145], [8.538, 0.842, 1.425], [-1.464, 4.079, -0.344], [-1.928, 2.712, 0.146], [-3.446, 2.625, 0.050], [-3.860, 1.318, 0.289], [-5.197, 1.155, -0.025], [-1.280, 1.666, -0.706], [-0.392, 4.165, -0.139], [-1.905, 4.859, 0.287], [-1.606, 4.271, -1.404], [-1.558, 2.559, 1.164], [-3.713, 2.916, -0.980], [-3.919, 3.331, 0.747], [-5.824, 1.940, 0.433], [-5.565, 0.210, 0.355], [-5.375, 1.231, -1.107], [-1.799, 0.791, -0.608], [-1.448, 1.912, -1.684], [-0.249, -0.774, -0.987], [-0.920, -1.409, -0.598], [-0.026, -0.141, -0.276], [-1.301, -0.502, -3.552], [-0.753, -0.655, -2.745], [-1.939, 0.165, -3.284], [1.074, 0.769, 0.868], [0.678, 0.503, 1.730], [0.374, 1.249, 0.378]], "de_lowest_kj_mol": 0.0, "smiles": "COC[C@H](C)N.COC[C@H](C)N.COC[C@H](C)N.COC[C@H](C)N.COC[C@H](C)N.O.O.O", "homo_energy_ev": -8.4, "total_charge": 0, "spin_multiplicity": 1}



Number 2 is which compound? C20H61N5O8